Entry 1:
Molecular formula: C9H15AuB2F4N4O3S3
Method: DFT, the ωB97M-V functional and the def2-TZVPD basis

Values from the calculation:
LUMO, eV: -2.5252
Gap between HOMO and LUMO, Eh: 0.2540
Spin multiplicity: 1
Energy relative to the best compared isomer or geometry (same formula, charge and spin), kcal/mol: 1.74

Each line ends with the natural charge from an NBO analysis.
Geometry (Å):
Au: -0.59 1.12 -0.33  1.102
C: 1.71 1.75 -3.35  -0.405
N: 1.73 0.31 -3.10  -0.320
C: 1.75 -0.67 -4.06  -0.060
C: 1.75 -1.85 -3.40  -0.033
N: 1.73 -1.60 -2.06  -0.445
B: 1.77 -2.75 -0.98  0.192
N: 0.80 -2.50 0.23  -0.443
C: 1.08 -3.02 1.46  -0.024
C: 0.03 -2.78 2.29  -0.025
N: -0.90 -2.11 1.55  -0.294
C: -2.22 -1.69 2.02  -0.414
C: -0.41 -1.93 0.31  0.221
S: -1.22 -1.01 -0.91  -0.038
C: 1.71 -0.27 -1.89  0.232
S: 1.64 0.55 -0.37  0.034
H: 1.55 1.91 -4.41  0.221
H: 2.66 2.19 -3.04  0.229
H: 0.91 2.21 -2.78  0.233
H: 1.77 -0.44 -5.11  0.234
H: 1.76 -2.86 -3.78  0.244
H: 1.43 -3.75 -1.56  -0.039
H: 2.88 -2.82 -0.53  -0.030
H: 2.02 -3.52 1.66  0.240
H: -0.12 -2.99 3.33  0.248
H: -2.27 -1.89 3.09  0.237
H: -2.99 -2.24 1.49  0.209
H: -2.34 -0.62 1.87  0.260
F: -1.17 1.15 2.31  -0.619
B: -0.08 0.88 3.24  1.350
F: 1.05 0.61 2.45  -0.576
F: 0.10 2.00 4.03  -0.552
F: -0.43 -0.25 3.99  -0.572
C: -2.40 3.85 1.65  -0.901
S: -1.93 3.46 0.01  2.370
O: -2.37 4.49 -0.88  -0.908
O: -2.49 2.09 -0.32  -0.985
O: -0.44 3.22 0.01  -0.981
H: -3.48 3.92 1.68  0.252
H: -1.94 4.80 1.90  0.258
H: -2.03 3.06 2.30  0.300

Entry 2:
Molecular formula: C9H15BrO2
Method: DFT, the ωB97M-V functional and the def2-TZVPD basis

Values from the calculation:
LUMO (alpha / beta), eV: 0.6785 / -0.9676
Gap between HOMO and LUMO (alpha / beta), Eh: 0.3544 / 0.1704
Spin multiplicity: 1
Energy relative to the best compared isomer or geometry (same formula, charge and spin), kcal/mol: 81.14

Each line ends with the natural charge from an NBO analysis.
Geometry (Å):
C: -2.86 1.16 1.46  -0.491
C: -0.58 1.41 0.16  -0.061
C: -2.08 1.26 0.26  -0.186
C: -2.70 -0.05 0.57  0.040
C: 0.93 -0.51 -0.19  0.507
C: -2.58 2.17 -0.97  -0.590
C: 2.01 -2.65 -0.68  -0.620
C: 3.32 -1.00 0.78  -0.625
C: 1.85 -1.55 0.37  -0.298
O: 0.29 0.27 0.67  -0.531
O: 1.16 0.09 -1.36  -0.726
Br: -4.18 -0.77 -0.36  0.066
H: -2.43 1.12 2.46  0.230
H: -3.66 1.87 1.54  0.225
H: -0.29 1.49 -0.94  0.225
H: -0.23 2.22 0.85  0.206
H: -3.62 2.22 -0.98  0.215
H: -2.11 1.75 -1.82  0.216
H: -2.36 3.32 -0.96  0.219
H: 2.80 -3.42 -0.33  0.214
H: 2.34 -2.41 -1.70  0.192
H: 0.97 -2.98 -0.82  0.226
H: 4.03 -1.74 0.51  0.200
H: 3.47 -0.92 1.88  0.212
H: 3.44 -0.05 0.28  0.209
H: 1.35 -1.86 1.25  0.228
H: 1.72 -0.46 -1.95  0.495

Entry 3:
Molecular formula: C9H15Cl2IrO6PTb
Method: DFT, the ωB97M-V functional and the def2-TZVPD basis

Values from the calculation:
LUMO (alpha / beta), eV: -17.2925 / -17.5427
Net charge: +4
Gap between HOMO and LUMO (alpha / beta), Eh: 0.2059 / 0.1943
Spin multiplicity: 11
Energy relative to the best compared isomer or geometry (same formula, charge and spin), kcal/mol: 0.00
Expectation value of S²: 30.05

Each line ends with the Mulliken spin population.
Geometry (Å):
Ir: -1.46 2.48 -4.81  1.040
Tb: -0.07 1.97 -1.76  7.995
Cl: -1.74 0.69 -3.30  -0.020
Cl: -1.50 3.75 -0.90  -0.040
C: 1.77 1.99 0.87  -0.007
C: -2.37 1.63 -6.21  0.008
C: -0.89 4.03 -5.69  -0.010
O: 2.65 1.95 1.61  0.009
O: -2.88 1.16 -7.16  0.001
O: -0.49 5.02 -6.19  -0.009
C: -2.45 -2.24 2.88  0.019
C: -2.42 -1.07 1.94  0.017
O: -1.12 -1.11 1.16  0.275
P: 0.06 0.04 1.15  0.341
O: 1.37 -0.77 1.70  0.228
C: 1.37 -1.85 2.82  0.010
C: 1.45 -1.26 4.20  0.015
O: 0.42 0.12 -0.54  0.157
C: 1.81 -0.44 -1.25  -0.045
C: 2.02 0.55 -2.40  0.064
H: -1.57 -2.25 3.56  -0.001
H: -2.50 -3.16 2.27  -0.002
H: -3.32 -2.26 3.55  0.002
H: -3.24 -1.14 1.23  0.000
H: -2.50 -0.12 2.47  -0.007
H: 0.49 -2.46 2.59  0.004
H: 2.27 -2.46 2.65  0.011
H: 0.50 -1.21 4.73  0.004
H: 2.11 -1.89 4.80  -0.001
H: 1.89 -0.27 4.15  0.000
H: 2.50 -0.44 -0.41  0.000
H: 1.57 -1.47 -1.54  0.003
H: 2.21 1.59 -1.99  -0.011
H: 2.89 0.34 -3.03  -0.009
H: 1.17 0.57 -3.15  -0.040

Entry 4:
Molecular formula: C9H15ClN3
Method: DFT, the ωB97M-V functional and the def2-TZVPD basis

Values from the calculation:
LUMO, eV: -3.2015
Net charge: +1
Gap between HOMO and LUMO, Eh: 0.2994
Spin multiplicity: 1
Energy relative to the best compared isomer or geometry (same formula, charge and spin), kcal/mol: 6.09

Each line ends with the natural charge from an NBO analysis.
Geometry (Å):
Cl: 1.26 1.98 -1.27  -0.160
C: 1.95 0.51 -2.24  -0.142
C: 1.03 0.40 -3.39  -0.284
C: -0.19 -0.21 -3.20  0.031
N: -0.49 -0.59 -1.90  -0.555
C: 0.35 -0.64 -0.98  0.545
N: -0.02 -0.78 0.37  -0.455
C: -1.50 -0.94 0.65  -0.316
C: -2.22 0.19 1.31  -0.218
N: -1.40 0.60 2.55  -0.497
C: 0.05 0.81 2.36  -0.249
C: 0.64 -0.46 1.55  -0.207
C: 1.90 -0.65 -1.19  -0.489
H: 2.98 0.77 -2.42  0.247
H: 1.27 0.93 -4.33  0.245
H: -0.98 -0.19 -3.95  0.225
H: -1.69 -1.92 1.05  0.222
H: -1.90 -0.93 -0.49  0.315
H: -2.14 1.04 0.59  0.237
H: -3.16 0.10 1.73  0.235
H: -1.83 1.36 3.04  0.434
H: -1.57 -0.23 3.13  0.422
H: 0.57 0.81 3.31  0.237
H: 0.14 1.81 1.88  0.240
H: 1.70 -0.22 1.47  0.243
H: 0.66 -1.41 2.30  0.201
H: 2.23 -1.69 -1.69  0.266
H: 2.34 -0.43 -0.25  0.224

Entry 5:
Molecular formula: C9H15CuO12P2S2
Method: DFT, the ωB97M-V functional and the def2-TZVPD basis

Values from the calculation:
LUMO (alpha / beta), eV: 2.4902 / 2.4458
Net charge: -1
Gap between HOMO and LUMO (alpha / beta), Eh: 0.3272 / 0.3223
Spin multiplicity: 2
Energy relative to the best compared isomer or geometry (same formula, charge and spin), kcal/mol: 58.83
Expectation value of S²: 0.75

Each line ends with the Mulliken spin population.
Geometry (Å):
Cu: 1.40 0.21 -0.21  0.643
C: 0.30 4.68 -0.86  -0.001
C: 1.30 3.76 -0.19  0.002
O: 2.35 4.45 0.48  0.002
P: 0.48 2.68 1.07  0.005
O: 0.38 3.67 2.33  0.002
O: -1.03 2.38 0.85  -0.001
O: 1.35 1.51 1.47  0.047
P: 1.84 2.46 -1.37  -0.007
O: 3.27 2.05 -0.73  0.006
O: 2.05 2.92 -2.75  0.002
O: 0.69 1.49 -1.10  0.045
H: -0.23 5.30 -0.13  0.000
H: -0.41 4.05 -1.40  0.000
H: 0.82 5.31 -1.58  0.000
H: 3.17 4.01 0.22  0.000
H: 1.24 4.07 2.49  0.000
H: -1.10 1.40 0.59  0.001
H: 3.37 1.26 -0.16  -0.002
O: 2.67 -2.95 0.55  0.013
S: 2.06 -1.65 0.43  -0.005
O: 3.05 -0.53 0.53  0.111
O: 1.46 -1.46 -0.95  0.128
O: 1.02 -1.42 1.44  0.006
C: -3.27 -1.05 1.04  0.000
S: -1.42 -1.19 1.25  0.000
O: -1.00 -0.11 0.27  0.004
C: -1.39 -2.70 0.28  0.003
C: -1.32 -2.59 -1.09  -0.002
C: -1.32 -3.74 -1.86  -0.001
C: -1.37 -4.99 -1.25  -0.001
C: -1.41 -5.08 0.14  0.000
C: -1.42 -3.93 0.91  0.000
H: -3.52 -1.06 -0.02  0.000
H: -3.58 -0.11 1.48  0.000
H: -3.73 -1.89 1.56  0.000
H: -1.24 -1.61 -1.54  0.000
H: -1.27 -3.67 -2.94  0.000
H: -1.36 -5.89 -1.85  0.000
H: -1.43 -6.06 0.61  0.000
H: -1.44 -3.99 1.99  0.000